1.
This record from the OMol25 dataset describes C33H57BrN2O2RhSi as an isolated structure in a non-equilibrium geometry. The level of theory is ωB97M-V/def2-TZVPD.

Structure (XYZ):
```
97
Properties=species:S:1:pos:R:3:forces:R:3:lowdin_spin:R:1
O 0.930336 -2.702226 -0.738246 0.3 0.1 -1.4 0.018
O -2.020503 -2.331098 -5.934483 -0.7 0.4 -0.4 0.000
C 2.024984 -2.624955 -1.658003 0.9 0.1 -0.3 0.000
C 3.103746 -3.623094 -1.274029 0.2 -0.3 0.2 0.000
H 2.439984 -1.602897 -1.657585 -0.2 -0.2 0.2 0.000
H 1.761016 -2.851238 -2.710544 -0.2 0.5 0.7 0.000
H 3.503442 -3.415154 -0.278605 -0.1 0.0 0.0 0.000
H 3.956157 -3.583925 -1.967111 -0.3 0.0 0.0 0.000
H 2.701304 -4.651738 -1.261747 0.2 0.4 -0.1 0.000
C -0.234333 -3.309133 -1.331874 -1.1 -0.2 0.4 0.003
C -0.128870 -4.002032 -2.704298 0.1 0.3 0.1 0.000
H -1.010300 -2.521432 -1.402628 0.2 -0.3 0.1 0.000
H -0.584185 -4.045830 -0.588027 0.1 0.3 -0.3 0.002
H -0.209532 -3.301317 -3.545635 0.2 -0.1 0.2 0.000
H -0.969956 -4.688912 -2.818246 0.0 0.0 0.2 0.000
H 0.795036 -4.575940 -2.818539 -0.2 -0.1 0.0 0.000
C -3.036030 -1.830341 -5.084678 0.0 -0.5 0.1 0.000
C -1.332787 -1.297782 -6.610773 0.6 -0.2 -0.2 0.000
C -3.811792 -3.020987 -4.555594 0.1 0.0 0.2 0.000
H -3.737661 -1.162665 -5.608762 0.4 0.0 -0.1 0.000
H -2.543822 -1.270903 -4.273256 -0.3 0.1 0.1 0.000
H -4.148177 -3.669762 -5.372879 0.1 0.2 0.1 0.000
H -4.693451 -2.675494 -4.014240 0.0 -0.1 0.1 0.000
H -3.177452 -3.605633 -3.884908 -0.2 0.0 0.0 0.000
C -0.828914 -1.830196 -7.941213 -0.2 0.0 0.1 0.000
H -0.494880 -1.003681 -5.955424 -0.1 0.3 -0.3 0.000
H -1.966172 -0.417359 -6.812210 0.0 -0.2 0.3 0.000
H -0.194583 -2.706919 -7.796228 0.0 0.1 0.0 0.000
H -0.264899 -1.054419 -8.457292 0.1 0.0 0.0 0.000
H -1.677132 -2.111696 -8.577934 0.2 0.0 0.2 0.000
H 0.089130 1.448225 -2.263836 -0.1 -0.3 0.1 0.000
N 1.653970 0.818123 1.010182 0.5 1.9 0.8 0.300
C 1.599137 2.119390 1.336386 1.5 -1.5 -0.4 0.022
C 0.432844 2.859521 1.182327 0.0 0.2 -0.2 0.267
C -0.859114 2.363851 1.002345 -1.9 -0.9 -0.5 0.019
C 2.814309 2.838250 1.855642 0.1 0.7 0.0 -0.002
H 3.676048 2.751694 1.179201 -0.2 -0.1 0.2 -0.002
H 3.123917 2.501744 2.864254 -0.2 -0.1 -0.6 -0.001
H 2.540633 3.902436 1.938094 0.4 -0.4 0.0 0.000
C -1.973731 3.373381 1.018633 0.1 0.5 0.0 -0.001
H -2.525549 3.341518 1.970368 0.1 0.0 -0.4 -0.002
H -2.679303 3.216995 0.195329 0.1 -0.1 0.2 -0.002
H -1.516720 4.360790 0.919871 -0.3 0.0 0.0 0.000
N -1.182061 1.074484 0.877111 1.2 1.9 0.6 0.365
C 2.859552 0.075642 1.201514 1.0 0.4 -0.6 0.036
C 3.867511 0.045389 0.211865 -0.6 -0.2 0.5 0.021
C 3.767578 0.914722 -1.011369 -0.1 0.1 -0.2 0.004
C 4.911348 -0.859127 0.410927 0.1 0.3 -0.3 0.001
H 5.679372 -0.930326 -0.378359 -0.4 -0.1 0.6 0.000
C 4.967357 -1.633106 1.565317 0.3 -0.2 0.0 0.021
H 5.764144 -2.359559 1.679114 0.0 0.1 0.0 0.001
C 4.027768 -1.494486 2.579768 -0.1 0.1 0.2 0.000
H 4.076233 -2.053249 3.513614 0.2 0.0 -0.3 0.000
C 2.975630 -0.610826 2.412583 -0.4 0.0 -0.5 0.034
C 1.897017 -0.371297 3.424588 0.1 0.1 0.5 0.067
C -2.508920 0.667826 1.130061 -1.4 0.2 -0.3 0.033
C -3.349297 0.309525 0.060926 0.0 0.0 0.8 0.018
C -2.899242 0.466110 -1.357103 -0.2 -0.2 -0.3 0.005
C -4.616648 -0.179746 0.384784 0.0 0.1 0.1 -0.001
H -5.297522 -0.440524 -0.436853 0.3 0.0 0.5 0.000
C -5.001458 -0.316394 1.720689 -0.5 -0.1 0.1 0.017
H -5.994460 -0.724349 1.964293 0.6 0.2 -0.2 0.001
C -4.155996 0.064735 2.765482 0.2 0.3 -0.1 0.005
H -4.443903 -0.025333 3.819926 -0.1 -0.1 -0.5 0.000
C -2.896675 0.590727 2.481264 -0.4 -0.1 -0.8 0.018
C -1.951647 1.012918 3.552892 0.2 -0.1 0.6 0.005
Rh 0.122436 -0.471269 1.383304 -1.0 -2.0 -1.3 2.370
H 3.815558 0.314798 -1.930278 0.0 0.1 0.2 0.001
H 4.586702 1.646829 -1.054036 -0.1 -0.2 0.0 0.001
H 2.819798 1.473006 -1.027765 0.3 -0.2 -0.1 0.001
H 1.739714 0.699164 3.633206 0.1 -0.4 0.0 -0.001
H 2.140802 -0.874920 4.361366 -0.3 0.0 0.0 0.006
H 0.894241 -0.781092 3.104057 0.6 -0.1 0.8 0.026
H -3.451946 -0.218729 -2.008158 0.1 0.1 0.1 0.000
H -1.837473 0.250171 -1.464134 0.1 0.0 -0.1 0.002
H -3.079901 1.478912 -1.735780 0.1 -0.1 0.1 0.001
H -0.904138 0.791465 3.308417 -0.2 0.1 0.1 0.001
H -2.167384 0.480034 4.480670 0.0 0.1 0.0 0.000
H -2.015056 2.087640 3.747341 0.0 0.0 0.1 0.001
H 0.537918 3.940406 1.250938 -0.1 -0.3 0.1 0.012
C 0.390157 1.116406 -3.260340 0.5 -1.4 0.1 0.000
Si 0.453444 2.738021 -4.176819 -1.2 -0.8 2.8 0.000
H 1.356245 0.602521 -3.160518 -0.1 0.1 0.1 0.000
H -0.335862 0.360207 -3.584755 0.1 0.2 -0.1 0.000
C 1.788547 2.688336 -5.448224 0.6 0.3 -0.9 0.000
C 0.894749 3.677235 -2.522452 0.5 0.9 -0.7 0.002
C -1.472459 2.829911 -4.264179 0.0 0.8 -1.1 0.000
H -1.912637 1.832165 -4.423008 0.3 0.3 0.0 0.000
H -1.880906 3.490840 -5.044479 0.0 -0.1 0.3 0.000
H -1.841744 3.206485 -3.295423 0.3 -0.1 -0.3 0.000
H 2.706418 2.265946 -4.993530 -0.6 0.1 0.0 0.000
H 2.095247 3.661981 -5.853397 -0.2 -0.2 0.1 0.000
H 1.550085 2.041245 -6.308248 -0.1 0.2 0.3 0.000
H 1.654915 3.100410 -1.961512 -0.2 0.2 -0.4 0.000
H -0.007474 3.733457 -1.882378 0.3 0.0 -0.4 0.001
H 1.293981 4.697037 -2.679853 -0.2 -0.3 0.3 0.000
Br -1.448101 -2.209038 1.931026 0.4 -0.4 0.1 0.303
```
Forces are in eV/Å.

- Frontier orbital gap (alpha / beta): 7.8 / 5.4 eV
- Net charge: +1
- 2S+1: 5
- LUMO (alpha / beta): -3.1 / -5.8 eV


2.
This record from the OMol25 dataset describes an isolated ion of composition C9H20NO2S and charge +1 in a non-equilibrium geometry. The level of theory is ωB97M-V/def2-TZVPD.

Structure (XYZ):
```
33
Properties=species:S:1:pos:R:3:forces:R:3:lowdin_charge:R:1
C -0.662306 -2.130092 3.705723 -0.1 0.1 0.2 -0.059
C -1.181337 -1.840575 2.319837 0.1 -0.2 0.0 -0.207
O -0.040042 -1.481677 1.494763 0.1 0.8 -1.1 -0.044
C -0.330118 -1.092576 0.204879 -0.8 -2.2 -0.4 -0.488
C -0.196414 0.419254 0.041730 -2.0 -0.5 0.0 -0.287
S -1.307101 0.906017 -1.472725 0.7 0.7 1.0 1.140
C -3.003481 1.138961 -0.828615 0.1 -0.5 0.2 -0.227
C -0.943289 2.688268 -1.530947 0.1 0.1 -0.3 -0.247
O -0.615852 -1.879326 -0.682324 0.3 1.9 1.6 0.141
H -1.472756 -2.549754 4.302784 0.0 0.0 0.0 0.088
H 0.161318 -2.849691 3.696589 -0.2 0.1 -0.1 0.092
H -0.334687 -1.210097 4.196025 0.1 -0.1 -0.1 0.084
H -1.670330 -2.717437 1.886095 0.0 0.2 -0.1 0.131
H -1.873233 -0.986205 2.332463 0.0 -0.2 0.0 0.123
H -0.622925 0.914776 0.912843 -0.3 0.1 0.0 0.136
H -3.475566 0.163877 -0.686073 0.2 0.1 0.0 0.070
H -3.014011 1.712161 0.102664 0.2 -0.1 -0.2 0.074
H -3.555466 1.686773 -1.599227 0.3 -0.1 0.0 0.072
H 0.086537 2.857871 -1.866673 -0.3 -0.1 0.1 0.059
H -1.634380 3.109528 -2.270846 0.2 -0.1 0.2 0.073
H -1.124036 3.149335 -0.553015 0.1 -0.2 -0.2 0.079
C 2.214123 0.521123 -2.370375 0.1 0.6 -0.2 -0.083
N 1.866777 -0.086711 -1.124547 -0.9 0.1 0.3 -0.289
C 2.701731 -1.173436 -0.703743 0.3 -0.3 0.6 -0.068
C 1.244370 0.755082 -0.091145 1.8 -0.7 -2.0 -0.171
H 2.741170 -0.220306 -2.991101 -0.3 0.5 0.1 0.098
H 1.312163 0.842345 -2.907609 0.1 0.0 -0.2 0.068
H 2.846740 1.410838 -2.211889 0.1 -0.1 -0.3 0.096
H 3.209992 -1.583600 -1.588502 -0.1 0.1 0.5 0.097
H 3.439864 -0.841513 0.047236 0.1 -0.2 -0.2 0.098
H 2.105002 -1.977753 -0.256548 0.2 0.0 0.0 0.083
H 1.733894 0.548749 0.865204 -0.2 0.2 0.1 0.150
H 1.393650 1.795791 -0.372931 0.0 0.3 0.3 0.118
```
Forces are in eV/Å.

- Frontier orbital gap: 8.5 eV
- Net charge: +1
- 2S+1: 1
- LUMO: -3.1 eV


no.,E_tot (eV)
1,-123140.830
2,-26069.774